Entry 1:
Density functional theory data (wB97M-V/def2-TZVPD) for C6H8 as an isolated structure.

Computed properties:
**HOMO energy**: -8.0 eV
**2S+1**: 1
**ΔE to the lowest compared entry with this formula, charge and spin**: 431.0 kJ/mol
**Molar mass**: 80.1 g mol⁻¹
**E_tot**: -6346.3172 eV
**F_max**: 8.14 eV/Å
**Frontier orbital gap**: 9.1 eV

Last column: natural (NBO) charge in e.
Positions of all 14 atoms, in Å:
C (0.558, -0.104, 1.089)  -0.294
C (-0.028, 1.106, -0.035)  -0.273
C (0.904, 0.134, -0.879)  -0.385
C (0.280, -1.095, -0.043)  -0.311
C (-1.246, -0.854, -0.208)  -0.224
C (-1.462, 0.533, -0.033)  -0.211
H (1.617, 0.342, 1.074)  0.201
H (0.056, -0.219, 1.892)  0.174
H (0.062, 2.312, 0.039)  0.232
H (0.809, -0.080, -2.003)  0.195
H (1.976, 0.458, -0.777)  0.210
H (0.936, -1.998, 0.211)  0.239
H (-1.928, -1.520, -0.513)  0.203
H (-2.533, 0.985, 0.186)  0.244

Cartesian forces, eV/Å:
C 4.0 4.5 -5.4
C -0.3 -0.3 1.9
C -0.6 -0.4 -3.6
C 2.4 2.4 0.8
C 2.1 4.8 1.2
C -0.5 -3.2 -0.8
H -1.3 -1.7 1.4
H -3.1 -0.5 6.0
H 0.2 -3.2 -0.1
H -0.4 1.0 1.1
H -0.9 -0.9 0.4
H -1.8 0.6 -1.3
H -2.4 -2.5 -0.6
H 2.7 -0.7 -1.0

Entry 2:
Density functional theory data (wB97M-V/def2-TZVPD) for the molecule C6H8.

Computed properties:
**HOMO energy**: -9.1 eV
**2S+1**: 1
**ΔE to the lowest compared entry with this formula, charge and spin**: 223.6 kJ/mol
**Structure (SMILES)**: C#CC1(C)CC1
**Molar mass**: 80.1 g mol⁻¹
**E_tot**: -6348.4665 eV
**F_max**: 0.56 eV/Å
**Frontier orbital gap**: 10.3 eV

Last column: natural (NBO) charge in e.
Positions of all 14 atoms, in Å:
C (-0.278, 1.466, -0.551)  -0.582
C (-0.036, 0.129, 0.154)  -0.159
C (-0.874, -0.894, -0.562)  -0.386
C (-0.975, -0.822, 0.913)  -0.379
C (1.367, -0.144, 0.416)  -0.003
C (2.542, -0.350, 0.594)  -0.251
H (-1.226, 1.957, -0.321)  0.216
H (-0.306, 1.232, -1.623)  0.207
H (0.560, 2.141, -0.402)  0.223
H (-0.358, -1.658, -1.116)  0.222
H (-1.698, -0.408, -1.079)  0.208
H (-1.908, -0.534, 1.392)  0.221
H (-0.440, -1.616, 1.426)  0.228
H (3.587, -0.543, 0.699)  0.236

Cartesian forces, eV/Å:
C 0.0 0.3 0.1
C 0.1 -0.1 -0.3
C -0.1 -0.4 -0.2
C -0.1 0.0 0.1
C 0.4 -0.2 -0.3
C -0.5 0.1 -0.1
H 0.1 -0.1 0.3
H 0.1 0.3 0.2
H -0.1 0.2 0.3
H -0.2 -0.5 0.2
H 0.2 -0.3 -0.1
H 0.2 0.2 -0.2
H 0.0 0.3 0.2
H -0.2 0.1 0.1

Entry 3:
Density functional theory data (wB97M-V/def2-TZVPD) for C6H8 as an isolated structure.

Computed properties:
**HOMO energy**: -8.8 eV
**2S+1**: 1
**ΔE to the lowest compared entry with this formula, charge and spin**: 232.7 kJ/mol
**Molar mass**: 80.1 g mol⁻¹
**E_tot**: -6348.3725 eV
**F_max**: 3.18 eV/Å
**Frontier orbital gap**: 10.0 eV

Last column: natural (NBO) charge in e.
Positions of all 14 atoms, in Å:
C (-0.969, 0.641, 0.467)  -0.360
C (-0.396, 0.236, -0.883)  -0.262
C (0.989, 0.772, -0.399)  -0.375
C (0.515, 0.107, 0.916)  -0.287
C (0.444, -1.360, 0.512)  -0.218
C (-0.204, -1.270, -0.653)  -0.192
H (-1.844, 0.114, 0.873)  0.201
H (-1.107, 1.731, 0.613)  0.192
H (-0.864, 0.566, -1.804)  0.201
H (1.072, 1.857, -0.316)  0.205
H (1.858, 0.360, -0.928)  0.209
H (0.316, 0.550, 1.851)  0.245
H (0.805, -2.250, 1.025)  0.225
H (-0.617, -2.052, -1.274)  0.217

Cartesian forces, eV/Å:
C 0.0 -0.3 -0.3
C -0.2 0.0 -0.8
C 0.0 0.2 -0.2
C -2.2 0.6 -0.1
C -0.6 0.1 0.0
C 0.0 -0.2 -0.1
H 0.3 -0.1 -0.2
H 0.4 -0.5 -0.1
H 0.0 -0.1 -0.3
H -0.2 0.0 -0.2
H -0.1 0.0 0.4
H 2.5 -0.1 2.0
H -0.2 0.4 0.0
H 0.3 0.0 -0.1

Entry 4:
Density functional theory data (wB97M-V/def2-TZVPD) for the molecule C6H8.

Computed properties:
**HOMO energy**: -8.4 eV
**2S+1**: 1
**ΔE to the lowest compared entry with this formula, charge and spin**: 263.6 kJ/mol
**Structure (SMILES)**: C#CC=C(C)C
**Molar mass**: 80.1 g mol⁻¹
**E_tot**: -6348.0517 eV
**F_max**: 4.12 eV/Å
**Frontier orbital gap**: 9.4 eV

Last column: natural (NBO) charge in e.
Positions of all 14 atoms, in Å:
C (0.441, 1.444, -0.019)  -0.670
C (0.476, -0.031, -0.006)  0.067
C (1.789, -0.765, 0.029)  -0.659
C (-0.615, -0.881, -0.097)  -0.312
C (-1.940, -0.270, -0.158)  -0.074
C (-3.135, -0.063, 0.034)  -0.245
H (-0.578, 1.823, -0.046)  0.242
H (0.756, 1.683, -1.107)  0.234
H (1.046, 1.868, 0.837)  0.234
H (1.820, -1.713, -0.720)  0.233
H (2.592, -0.053, -0.340)  0.215
H (2.134, -1.011, 1.142)  0.230
H (-0.526, -2.019, 0.049)  0.239
H (-4.261, -0.010, 0.402)  0.265

Cartesian forces, eV/Å:
C 0.3 0.4 -1.6
C -1.6 -3.8 0.0
C 2.3 -0.5 0.1
C 0.7 1.8 0.4
C -2.0 -1.2 1.1
C -0.9 -0.3 0.7
H -0.1 0.0 0.6
H 0.4 0.3 1.9
H -0.5 -0.2 -1.4
H -0.1 2.1 2.2
H -0.7 -0.9 0.3
H -0.8 0.1 -2.4
H -0.2 2.0 -0.6
H 3.3 0.1 -1.3

Question: Among the records above, which one has the lowest F_max?
Answer: number 2

Copy entry 3 word for word.
Density functional theory data (wB97M-V/def2-TZVPD) for C6H8 as an isolated structure.

Computed properties:
**HOMO energy**: -8.8 eV
**2S+1**: 1
**ΔE to the lowest compared entry with this formula, charge and spin**: 232.7 kJ/mol
**Molar mass**: 80.1 g mol⁻¹
**E_tot**: -6348.3725 eV
**F_max**: 3.18 eV/Å
**Frontier orbital gap**: 10.0 eV

Last column: natural (NBO) charge in e.
Positions of all 14 atoms, in Å:
C (-0.969, 0.641, 0.467)  -0.360
C (-0.396, 0.236, -0.883)  -0.262
C (0.989, 0.772, -0.399)  -0.375
C (0.515, 0.107, 0.916)  -0.287
C (0.444, -1.360, 0.512)  -0.218
C (-0.204, -1.270, -0.653)  -0.192
H (-1.844, 0.114, 0.873)  0.201
H (-1.107, 1.731, 0.613)  0.192
H (-0.864, 0.566, -1.804)  0.201
H (1.072, 1.857, -0.316)  0.205
H (1.858, 0.360, -0.928)  0.209
H (0.316, 0.550, 1.851)  0.245
H (0.805, -2.250, 1.025)  0.225
H (-0.617, -2.052, -1.274)  0.217

Cartesian forces, eV/Å:
C 0.0 -0.3 -0.3
C -0.2 0.0 -0.8
C 0.0 0.2 -0.2
C -2.2 0.6 -0.1
C -0.6 0.1 0.0
C 0.0 -0.2 -0.1
H 0.3 -0.1 -0.2
H 0.4 -0.5 -0.1
H 0.0 -0.1 -0.3
H -0.2 0.0 -0.2
H -0.1 0.0 0.4
H 2.5 -0.1 2.0
H -0.2 0.4 0.0
H 0.3 0.0 -0.1

Question: Which of these has the highest HOMO energy?
Answer: number 1